Record 1
This record from the OMol25 dataset describes a structure of composition C48H41O4P2Pt. The level of theory is ωB97M-V/def2-TZVPD.

Total energy, eV: -80430.0079
Lowest unoccupied orbital energy (spin up / spin down), eV: -8.1 / -11.1
Orbital gap (spin up / spin down), eV: 7.66 / 4.73
Energy relative to the best compared isomer or geometry (same formula, charge and spin), eV: 0.0000
Total charge: +3
Spin multiplicity: 5

```
96
C48H41O4P2Pt (ωB97M-V/def2-TZVPD)
H 3.0558 4.2012 3.6552
C 1.8471 -4.5911 2.1410
H -1.2908 7.0884 -0.5990
H -1.0644 -3.5371 5.6684
C 6.1392 1.3372 -0.9075
H 4.7275 0.6435 -2.3582
C 1.1595 -5.9502 1.9590
C 3.4415 2.6249 5.0628
C 4.9174 0.8241 -1.3079
C 3.9501 0.5241 -0.3430
H 2.6946 2.2296 -2.2693
H -3.1035 -1.0821 -1.3385
H 1.8099 -6.6480 1.4361
H 3.5653 -4.7976 -2.2209
C 2.1116 1.5463 -2.8736
C 0.8878 -2.2908 2.6055
C 0.8731 1.0711 -4.8757
C -1.3317 4.3562 0.1120
C -2.2009 0.6159 -0.4550
H 2.8528 -5.8048 -0.1141
H 1.8251 -0.3483 5.1914
C 3.1016 1.3479 5.4916
C 1.8541 0.2399 -2.4225
O -1.1790 -0.0720 -0.3111
H -4.7534 0.1001 2.8154
C -1.8737 7.1377 0.3206
C -0.5241 -3.1743 4.8053
C 0.5827 -0.2112 -4.4151
H 3.6727 -3.8234 3.0769
O -2.9170 6.1457 0.2955
C -1.5110 1.0096 3.2134
C 6.3960 1.5544 0.4412
H 0.2611 -5.0920 4.3317
C 5.4374 1.2502 1.4002
H -5.0807 2.3789 3.7159
C 0.1312 -1.3838 3.3510
C 2.1934 -3.9790 0.7899
O 0.0665 2.5396 0.0756
C 1.0587 -0.6292 -3.1882
H 3.6202 0.9004 6.3286
C -0.5795 -1.8364 4.4634
C 4.2143 0.7310 1.0136
H 5.6469 1.4113 2.4490
H -1.2369 6.9877 1.1926
P 0.1300 0.3487 2.9246
H 0.2279 -5.8564 1.4001
H 6.8952 1.5617 -1.6474
C -2.2948 2.0556 -0.1283
H 0.8340 -1.6253 -2.8295
H 3.3489 -2.3631 -2.5710
C -2.9829 2.7886 3.8860
C 3.1400 -4.1745 -1.4466
P 2.4119 -0.2463 -0.8165
C 2.0732 -2.6190 0.5645
C -3.5486 2.6255 -0.0633
H 4.2264 3.1700 5.5702
C 2.4654 -2.0236 -0.6338
H 2.9506 -5.2072 3.9123
C -2.5961 4.8796 0.1741
H 0.9439 -6.4104 2.9209
H -4.4326 2.0124 -0.1607
H -3.1303 3.7747 4.3062
H -1.1670 -1.1451 5.0545
H -2.3823 8.0918 0.3898
C 1.7717 2.5178 3.3403
H 7.3531 1.9562 0.7458
C 0.2296 -4.0514 4.0400
H -4.7148 4.4301 0.1803
H 3.8293 -5.4494 2.3984
C 2.0909 0.6455 4.8539
H 1.8445 2.9444 -4.4674
C 2.7806 3.2091 3.9868
H 0.5072 1.3879 -5.8435
H -0.8461 2.8995 4.0159
H -0.4454 4.9705 0.1696
C 1.6283 1.9495 -4.1028
C -3.7259 3.9946 0.1152
C -3.8958 0.7197 3.0444
H -3.8356 0.4658 -1.8435
C 0.9539 -3.6368 2.9229
C 3.0163 -2.8120 -1.6435
H -2.4744 -0.7814 2.4822
C -2.6170 0.2242 2.8618
C -3.3967 -0.0881 -1.0141
C -1.6957 2.2975 3.7188
H -0.0062 -0.8843 -5.0231
H 1.2667 2.9663 2.4905
C 1.4164 1.2368 3.7847
C 3.1587 -4.7756 2.9326
Pt 0.6671 0.5486 0.6380
H 3.4766 0.4747 1.7674
C -1.1302 2.9490 0.0270
C 2.7308 -4.7391 -0.2485
C -4.0790 2.0021 3.5544
H -4.1595 -0.1880 -0.2368
O 1.5906 -1.7610 1.5392
```

***

Record 2
This record from the OMol25 dataset describes a structure of composition C48H42BF2HfN3O6P2. The level of theory is ωB97M-V/def2-TZVPD.

Total energy, eV: -93205.2485
Lowest unoccupied orbital energy, eV: -6.2
Orbital gap, eV: 6.90
Energy relative to the best compared isomer or geometry (same formula, charge and spin), eV: 0.2366
Total charge: +2

```
105
C48H42BF2HfN3O6P2 (ωB97M-V/def2-TZVPD)
H -5.5914 1.6870 -1.8102
C -2.3808 -2.7861 -1.6225
C -0.2906 2.7402 -1.9199
C 4.0609 -0.9013 -1.3423
H -5.8995 0.2877 -0.7463
H -0.4337 -7.8974 1.2613
C 6.0842 0.4808 -0.0445
C -3.1029 -0.9466 3.3512
C 2.3235 -0.7234 2.5540
C -3.1840 0.6453 -0.5591
H 6.8757 1.0153 0.4638
C 1.5542 -1.2667 4.7767
C -1.2031 -4.1862 0.5259
H 1.2283 -7.3283 -1.7592
H -3.7945 -4.2487 -0.9089
H 2.5482 1.9633 4.6032
C -2.1879 -5.0156 1.0628
H -2.1419 -1.7947 -4.8679
H 1.6452 0.3225 6.2162
C 1.9091 -6.5738 -1.3623
H 3.1259 -8.1552 0.4820
H 5.5567 -4.6906 2.3465
C -0.7361 2.2110 1.6285
C -2.5270 -2.3006 -3.9913
H 1.6077 -2.6664 3.1604
C -2.2637 -1.4556 2.3729
H -4.0985 -3.2938 -5.0629
C 1.8263 0.0310 5.1902
O -1.9807 0.2533 -0.5700
C -1.9131 -2.1223 -2.7578
C 2.3347 0.9508 4.2860
H -6.0633 -1.3233 1.7512
H 5.2892 -0.7686 -3.0892
H -3.5443 -0.2186 -2.3128
H 7.0828 0.4880 -1.9408
B 2.1093 1.4514 -0.6378
C -3.6180 -3.1506 -4.1040
N -3.6600 1.3418 0.4781
H -2.6584 -6.9821 1.7616
C 0.0300 1.6512 -2.8669
H -1.0179 5.9529 -1.2781
H 2.9312 1.3252 2.2699
H -0.4894 4.4510 -3.2001
C -4.1514 -1.8518 0.9370
Hf 0.1180 0.0803 -0.2041
H -4.9005 -4.5307 -3.0771
C 4.9574 0.0856 0.6667
C 2.6788 -5.3896 0.6971
O -0.1013 1.0632 1.5099
C 4.1668 -3.2292 1.6485
H 1.1616 -1.9912 5.4781
C -4.4736 -0.8942 3.1266
C 2.9537 -2.9917 0.9951
C -2.7799 -1.9129 1.1558
H -3.1691 -4.6155 1.2888
H -1.1943 -1.4998 2.5616
C 5.1914 -0.5202 -2.0406
O -1.4311 2.5475 2.5473
H -4.5759 -2.1879 -0.0020
C 3.9354 -0.5934 0.0156
H -1.0488 -1.4783 -2.6831
C -1.9004 -6.3411 1.3326
H -2.6865 -0.5915 4.2849
H 4.7429 -2.3933 2.0275
C 3.8717 -5.5929 1.3667
C 4.6218 -4.5159 1.8315
C 6.2017 0.1820 -1.3931
C 2.5711 0.5850 2.9683
C -0.6223 3.0411 0.3583
C 0.3609 -6.0508 0.5258
C -0.5303 4.0704 -2.1889
F 2.5211 1.7574 -1.8862
H 1.6781 -5.6184 -1.8344
C -4.9943 -1.3478 1.9234
C 0.0557 -4.7151 0.2983
C 1.8024 -1.6449 3.4663
N -3.9689 0.3482 -1.5916
F 2.6239 2.2866 0.2769
N -0.3012 2.2698 -0.6738
C 2.1159 -7.8601 0.7651
C -0.6363 -6.8558 1.0530
H -5.8188 0.0702 -2.4876
H 4.2284 -6.5990 1.5385
P 2.4382 -1.2477 0.8156
H -5.1330 -0.5081 3.8929
H -1.1743 5.0015 1.0237
O 1.0421 -3.8478 -0.1294
C 1.7750 -6.4975 0.1751
H 2.9295 -6.8519 -1.6288
C 2.2481 -4.0757 0.5081
P -1.5225 -2.4934 -0.0337
H -3.1203 1.3721 1.3341
C -0.8289 4.9014 -1.1082
H 1.4454 -8.6220 0.3673
H 0.4508 1.2086 -4.6529
C -3.4510 -3.6705 -1.7577
H 3.2702 -1.4488 -1.8473
H -4.6419 1.5449 0.5561
O 0.1802 1.9693 -4.1143
C -4.0706 -3.8422 -2.9873
H 2.0424 -7.8623 1.8540
O 0.1360 0.4962 -2.4299
C -5.3976 0.6254 -1.6551
H 4.8921 0.3007 1.7245
C -0.9036 4.3853 0.1770
```